The following is a DFT calculation (ωB97M-V/def2-TZVPD) of C41H63AlGeN7O3P3 as an isolated structure.

The geometry in ORCA input format:
```
! RIJCOSX wB97M-V def2-TZVPD def2/J DEFGRID3
* xyz 4 1
Al 0.47 1.40 1.91
O 0.17 1.05 3.62
P -0.70 0.00 4.36
C -0.72 -1.49 3.31
P -1.12 -1.22 1.56
O -0.35 0.06 1.11
C -0.53 -2.62 0.65
C -1.43 -3.56 0.16
C -0.95 -4.68 -0.50
C 0.42 -4.86 -0.66
C 1.32 -3.92 -0.16
C 0.85 -2.80 0.49
C -2.87 -1.03 1.34
C -3.30 -0.48 0.13
C -4.66 -0.37 -0.12
C -5.58 -0.82 0.82
C -5.15 -1.38 2.01
C -3.79 -1.49 2.28
C -0.01 -0.43 5.92
C 0.08 -1.75 6.36
C 0.55 -2.01 7.64
C 0.93 -0.97 8.47
C 0.84 0.35 8.04
C 0.37 0.63 6.77
C -2.35 0.62 4.55
C -2.88 1.52 3.63
C -4.20 1.93 3.76
C -4.99 1.44 4.79
C -4.46 0.54 5.71
C -3.14 0.13 5.60
H -1.40 -2.24 3.72
H 0.29 -1.92 3.33
H -2.50 -3.42 0.28
H -1.64 -5.42 -0.88
H 0.79 -5.75 -1.16
H 2.38 -4.07 -0.28
H 1.55 -2.06 0.87
H -2.59 -0.15 -0.61
H -5.00 0.05 -1.06
H -6.64 -0.74 0.62
H -5.87 -1.74 2.74
H -3.47 -1.93 3.21
H -0.21 -2.58 5.73
H 0.62 -3.03 7.99
H 1.29 -1.18 9.47
H 1.12 1.16 8.69
H 0.28 1.66 6.43
H -2.28 1.92 2.82
H -4.62 2.64 3.05
H -6.01 1.77 4.89
H -5.07 0.18 6.53
H -2.72 -0.55 6.33
C -2.91 3.10 0.16
N -2.37 4.13 1.04
C -3.32 5.19 1.39
P -0.76 4.33 1.18
O -0.15 2.94 1.51
N -0.41 5.32 2.42
C -0.72 4.94 3.79
C -0.15 6.75 2.24
N -0.10 4.85 -0.20
C -0.84 5.66 -1.18
C 1.35 4.90 -0.36
H -3.74 2.59 0.65
H -2.15 2.36 -0.08
H -3.29 3.53 -0.78
H -4.17 4.75 1.92
H -3.70 5.69 0.50
H -2.85 5.93 2.04
H -0.83 3.85 3.87
H -1.65 5.40 4.14
H 0.09 5.26 4.45
H 0.04 6.98 1.19
H 0.73 7.04 2.82
H -1.00 7.35 2.58
H -1.91 5.55 -1.04
H -0.59 5.32 -2.18
H -0.58 6.71 -1.09
H 1.83 4.26 0.38
H 1.73 5.92 -0.24
H 1.62 4.54 -1.35
N 6.92 1.66 1.60
C 5.71 1.71 2.12
N 5.53 2.06 3.39
N 4.69 1.38 1.30
C 3.46 1.39 1.55
N 2.29 1.37 1.65
H 7.75 1.88 2.13
H 7.02 1.39 0.63
H 6.31 2.31 3.98
H 4.62 2.09 3.80
C 0.43 -6.11 -5.46
C -0.07 -4.68 -5.68
C 0.68 -3.93 -6.78
C 2.18 -3.80 -6.48
Ge 3.14 -2.51 -7.55
C 4.87 -2.85 -8.34
C 4.73 -3.82 -9.52
C 3.71 -3.34 -10.53
C 2.33 -3.19 -9.92
H -0.20 -6.63 -4.75
H 1.45 -6.14 -5.08
H 0.41 -6.68 -6.39
H 0.01 -4.11 -4.74
H -1.13 -4.70 -5.94
H 0.23 -2.94 -6.90
H 0.54 -4.45 -7.73
H 2.69 -4.76 -6.54
H 2.31 -3.42 -5.46
H 2.71 -1.05 -7.35
H 5.51 -3.27 -7.56
H 5.29 -1.90 -8.65
H 4.45 -4.82 -9.15
H 5.71 -3.94 -9.99
H 3.63 -4.06 -11.35
H 4.02 -2.40 -10.99
H 1.99 -4.09 -9.39
H 1.55 -2.94 -10.65
H 2.22 -2.27 -9.27
*
```

ΔE to the lowest compared entry with this formula, charge and spin	0.00	kcal per mole
maximum force	0.0050	Eh/bohr
gap between HOMO and LUMO	0.351	hartree
LUMO	-7.98	eV
highest occupied orbital energy	-17.52	eV

Atom charges from the Mulliken analysis, given in e for atoms 1 to 4: number 1, Al, carries -1.993; number 2, O, carries 0.396; number 3, P, carries 1.800; number 4, C, carries -1.946

***

The following is a DFT calculation (ωB97M-V/def2-TZVPD) of C41H65N4OP2RhSSi as an isolated structure.

The geometry in ORCA input format:
```
! RIJCOSX wB97M-V def2-TZVPD def2/J DEFGRID3
* xyz 2 5
Rh 0.40 -1.11 0.93
C -0.67 2.14 -0.90
Si -0.08 1.32 0.69
C 1.71 1.91 0.96
C 1.93 3.26 0.64
C 3.20 3.81 0.57
C 4.30 2.99 0.77
C 4.11 1.65 1.07
C 2.83 1.10 1.21
P 2.73 -0.68 1.67
C 4.03 -1.47 0.63
C 3.99 -0.95 -0.82
C 5.30 -1.31 -1.53
C 5.81 -2.69 -1.11
C 4.64 -3.58 -0.69
C 3.96 -3.02 0.57
C 3.22 -0.74 3.46
C 4.54 -0.06 3.82
C 4.62 0.13 5.35
C 3.95 -1.01 6.12
C 4.03 -2.30 5.31
C 3.18 -2.17 4.04
C -1.28 1.78 2.08
C -1.20 2.98 2.80
C -2.09 3.27 3.82
C -3.06 2.34 4.18
C -3.18 1.16 3.47
C -2.31 0.89 2.41
P -2.56 -0.43 1.20
C -4.10 -0.03 0.26
C -5.38 -0.46 1.02
C -6.58 0.24 0.39
C -6.54 1.74 0.69
C -5.11 2.30 0.62
C -4.17 1.43 -0.22
C -2.77 -2.19 1.70
C -3.16 -2.47 3.17
C -2.58 -3.80 3.66
C -2.71 -4.88 2.58
C -1.84 -4.55 1.36
C -1.60 -3.04 1.16
H -1.06 3.15 -0.69
H -1.47 1.57 -1.37
H 0.14 2.24 -1.62
H 1.08 3.91 0.42
H 3.33 4.86 0.33
H 5.30 3.38 0.67
H 4.99 1.03 1.20
H 4.98 -1.17 1.07
H 3.82 0.13 -0.87
H 3.15 -1.42 -1.32
H 6.05 -0.55 -1.31
H 5.14 -1.27 -2.61
H 6.51 -2.60 -0.27
H 6.37 -3.15 -1.92
H 4.98 -4.59 -0.49
H 3.93 -3.64 -1.52
H 4.44 -3.45 1.44
H 2.91 -3.34 0.60
H 2.42 -0.16 3.92
H 4.63 0.92 3.36
H 5.38 -0.66 3.47
H 4.16 1.09 5.62
H 5.67 0.21 5.64
H 2.89 -0.78 6.30
H 4.41 -1.13 7.10
H 3.70 -3.16 5.88
H 5.08 -2.49 5.05
H 2.14 -2.42 4.28
H 3.50 -2.90 3.31
H -0.43 3.71 2.55
H -2.02 4.21 4.35
H -3.75 2.56 4.99
H -3.97 0.46 3.73
H -4.01 -0.68 -0.62
H -5.33 -0.19 2.08
H -5.50 -1.54 0.98
H -7.51 -0.20 0.76
H -6.56 0.06 -0.69
H -6.95 1.91 1.69
H -7.19 2.27 0.00
H -4.70 2.40 1.63
H -5.11 3.31 0.20
H -3.18 1.89 -0.24
H -4.53 1.43 -1.25
H -3.62 -2.47 1.06
H -4.25 -2.52 3.22
H -2.83 -1.66 3.82
H -3.11 -4.11 4.56
H -1.53 -3.68 3.93
H -3.75 -4.96 2.28
H -2.42 -5.85 2.98
H -2.32 -4.94 0.46
H -0.87 -5.05 1.43
H -1.46 -2.83 0.10
H -0.65 -2.77 1.68
S -0.01 -1.26 3.61
C -0.10 -0.19 4.92
N -0.63 -0.52 6.10
C -0.44 0.52 7.11
C 0.15 1.68 6.27
N 0.39 1.05 4.98
H -0.91 -1.46 6.30
H 0.26 0.19 7.88
H -1.38 0.79 7.58
H 1.07 2.07 6.69
H -0.56 2.51 6.17
H 0.67 1.54 4.15
N 1.26 -3.79 -2.26
C 0.87 -2.50 -2.18
N 0.92 -1.75 -3.29
O 0.50 -2.01 -1.09
H 1.44 -4.24 -3.14
H 1.13 -4.37 -1.45
H 1.19 -2.12 -4.19
H 0.64 -0.79 -3.22
*
```

ΔE to the lowest compared entry with this formula, charge and spin	22.50	kcal per mole
maximum force	0.0124	Eh/bohr
gap between HOMO and LUMO (alpha / beta)	0.261 / 0.213	hartree
LUMO (alpha / beta)	-4.12 / -7.57	eV
highest occupied orbital energy (alpha / beta)	-11.23 / -13.37	eV

Atom charges from the Mulliken analysis, given in e for atoms 1 to 4: number 1, Rh, carries -0.102; number 2, C, carries -1.918; number 3, Si, carries 1.591; number 4, C, carries 1.080

***

| no. | calculated total energy (eV) |
| --- | --- |
| 1 | -151070.0180 |
| 2 | -91866.5975 |